238
Properties=species:S:1:pos:R:3:lowdin_charge:R:1 method="wB97M-V/def2-TZVPD" homo_ev=-8.75 total_charge=0 homo_lumo_gap_ev=9.163 energy_ha=-4045.65002 e_above_lowest_ev=2.853
C 2.47 3.02 1.58 -0.039
C 3.01 3.67 2.85 -0.444
C 1.89 4.10 3.70 -0.241
O 1.06 5.12 3.17 -0.200
C 1.57 6.44 3.40 -0.074
N 3.81 2.74 3.65 0.068
H 1.71 2.26 1.81 0.077
H 3.22 2.51 0.95 0.055
H 2.01 3.86 1.04 0.087
H 3.62 4.56 2.60 0.133
H 2.21 4.36 4.71 0.127
H 1.17 3.23 3.75 0.137
H 1.99 6.57 4.39 0.088
H 0.72 7.08 3.21 0.087
H 2.30 6.59 2.64 0.070
H 3.23 2.25 4.29 0.049
H 4.16 1.96 3.11 0.008
C -3.20 3.19 -2.55 -0.049
C -2.54 4.57 -2.77 -0.414
C -1.65 4.94 -1.55 -0.192
O -2.40 4.86 -0.35 -0.223
C -1.72 5.40 0.75 -0.108
N -1.81 4.45 -4.01 0.037
H -3.95 3.21 -1.78 0.029
H -2.44 2.45 -2.31 0.063
H -3.68 2.98 -3.50 0.083
H -3.31 5.30 -2.84 0.122
H -1.21 5.94 -1.62 0.120
H -0.83 4.19 -1.41 0.110
H -1.49 6.47 0.51 0.093
H -0.75 4.85 0.87 0.086
H -2.38 5.29 1.60 0.090
H -1.34 3.54 -3.93 0.036
H -1.02 5.10 -4.04 0.074
C 0.41 -1.97 5.39 -0.037
C 0.45 -1.12 4.06 -0.440
C 1.88 -1.13 3.47 -0.192
O 2.71 -0.58 4.50 -0.190
C 4.06 -0.66 4.07 -0.115
N -0.49 -1.51 3.10 0.037
H 1.25 -1.77 5.99 0.043
H 0.42 -3.06 5.20 0.089
H -0.43 -1.66 6.03 0.065
H 0.31 -0.07 4.35 0.123
H 1.83 -0.52 2.53 0.106
H 2.33 -2.13 3.15 0.138
H 4.75 -0.52 4.90 0.098
H 4.30 0.05 3.27 0.053
H 4.19 -1.66 3.64 0.068
H -1.44 -1.61 3.53 0.053
H -0.28 -2.43 2.72 0.063
C -1.33 1.41 0.21 -0.003
C -1.14 -0.05 -0.37 -0.428
C 0.28 -0.59 -0.26 -0.195
O 1.14 0.46 -0.70 -0.209
C 2.46 0.05 -0.38 -0.106
N -1.89 -1.08 0.21 0.043
H -0.82 2.05 -0.50 0.048
H -0.92 1.55 1.22 0.065
H -2.42 1.69 0.16 0.067
H -1.37 0.01 -1.47 0.122
H 0.38 -1.51 -0.82 0.108
H 0.43 -0.79 0.82 0.106
H 2.65 -0.91 -0.91 0.087
H 2.60 -0.12 0.69 0.059
H 3.15 0.84 -0.74 0.073
H -2.87 -0.85 0.34 0.059
H -1.52 -1.12 1.16 0.039
C 4.99 -2.02 0.84 -0.044
C 5.70 -3.34 0.48 -0.424
C 7.25 -3.17 0.64 -0.153
O 7.62 -1.93 0.00 -0.214
C 8.83 -1.40 0.35 -0.161
N 5.36 -4.59 1.09 0.042
H 5.44 -1.56 1.74 0.065
H 3.93 -2.08 0.92 0.049
H 5.11 -1.30 0.03 0.066
H 5.54 -3.54 -0.57 0.126
H 7.71 -4.08 0.23 0.125
H 7.49 -3.08 1.71 0.120
H 9.71 -1.94 -0.06 0.096
H 8.91 -1.47 1.45 0.088
H 8.89 -0.34 0.09 0.085
H 5.31 -4.47 2.11 0.086
H 4.47 -4.92 0.81 0.056
C -3.84 -3.20 5.51 -0.037
C -4.52 -2.73 4.18 -0.404
C -5.83 -2.08 4.53 -0.231
O -6.51 -1.71 3.34 -0.226
C -7.74 -0.93 3.53 -0.043
N -3.64 -1.77 3.48 0.040
H -4.46 -3.92 6.03 0.075
H -3.67 -2.31 6.12 0.074
H -2.92 -3.65 5.25 0.052
H -4.63 -3.57 3.47 0.135
H -5.68 -1.21 5.18 0.120
H -6.44 -2.85 5.02 0.129
H -8.35 -1.13 2.62 0.094
H -7.49 0.11 3.66 0.054
H -8.31 -1.33 4.37 0.082
H -3.46 -0.93 4.04 0.018
H -4.02 -1.36 2.61 0.071
C -2.42 1.78 3.33 -0.029
C -3.14 1.67 4.69 -0.419
C -4.63 1.51 4.51 -0.252
O -5.08 2.78 4.16 -0.181
C -6.41 2.74 3.68 -0.089
N -2.68 0.51 5.41 0.041
H -2.22 0.74 3.06 0.058
H -1.44 2.21 3.47 0.068
H -3.11 2.29 2.63 0.075
H -2.91 2.56 5.26 0.140
H -5.07 1.18 5.52 0.149
H -4.95 0.76 3.77 0.110
H -7.05 2.47 4.50 0.081
H -6.54 1.98 2.91 0.061
H -6.54 3.75 3.32 0.104
H -2.92 0.58 6.39 0.085
H -1.68 0.37 5.43 0.059
C 6.30 1.57 -0.63 -0.052
C 6.73 2.30 0.62 -0.389
C 6.11 3.65 0.73 -0.262
O 6.79 4.59 -0.04 -0.180
C 6.07 5.84 0.02 -0.075
N 6.16 1.48 1.74 0.045
H 6.53 2.12 -1.53 0.083
H 5.21 1.43 -0.64 0.058
H 6.76 0.61 -0.72 0.049
H 7.83 2.42 0.73 0.150
H 6.11 3.98 1.77 0.123
H 5.06 3.68 0.45 0.094
H 6.14 6.23 1.06 0.098
H 5.06 5.62 -0.28 0.072
H 6.55 6.51 -0.69 0.090
H 6.37 1.84 2.68 0.081
H 6.57 0.55 1.69 0.056
C -5.78 -3.62 -0.96 -0.048
C -4.88 -2.40 -0.72 -0.433
C -4.57 -1.60 -2.00 -0.207
O -4.13 -2.37 -3.11 -0.169
C -2.79 -2.89 -2.83 -0.073
N -5.42 -1.47 0.28 0.068
H -5.27 -4.43 -1.50 0.075
H -6.73 -3.44 -1.43 0.072
H -5.94 -4.09 0.06 0.091
H -3.94 -2.75 -0.24 0.103
H -3.80 -0.81 -1.82 0.116
H -5.51 -1.11 -2.23 0.114
H -2.83 -3.64 -2.02 0.081
H -2.17 -2.09 -2.42 0.067
H -2.44 -3.29 -3.78 0.082
H -6.03 -0.75 -0.06 0.040
H -5.89 -1.98 1.02 0.052
C 1.22 -2.96 -3.52 -0.044
C 1.04 -2.38 -4.93 -0.427
C 0.84 -3.56 -5.86 -0.233
O 0.54 -3.24 -7.18 -0.156
C 1.60 -2.65 -7.81 -0.145
N -0.07 -1.40 -4.96 0.075
H 0.90 -2.21 -2.76 0.068
H 2.19 -3.36 -3.37 0.058
H 0.49 -3.79 -3.36 0.086
H 1.93 -1.89 -5.33 0.098
H -0.01 -4.19 -5.49 0.140
H 1.83 -4.09 -5.81 0.140
H 1.34 -2.52 -8.85 0.093
H 2.56 -3.16 -7.68 0.099
H 1.72 -1.62 -7.44 0.081
H -0.92 -1.91 -4.71 0.065
H -0.18 -1.02 -5.89 0.076
C -0.61 -5.61 0.12 -0.051
C -1.84 -5.23 0.91 -0.422
C -2.13 -6.15 2.11 -0.235
O -2.64 -7.34 1.65 -0.174
C -2.83 -8.20 2.72 -0.139
N -1.68 -3.87 1.47 0.044
H -0.64 -6.61 -0.27 0.074
H 0.24 -5.52 0.83 0.090
H -0.53 -4.78 -0.61 0.070
H -2.75 -5.27 0.31 0.124
H -2.95 -5.71 2.76 0.130
H -1.29 -6.38 2.78 0.123
H -3.70 -7.99 3.35 0.086
H -1.95 -8.17 3.39 0.091
H -2.93 -9.23 2.36 0.093
H -1.67 -3.12 0.76 0.040
H -2.52 -3.61 1.99 0.041
C 4.15 -1.15 -3.52 -0.079
C 4.78 -1.74 -4.75 -0.433
C 5.02 -0.61 -5.71 -0.222
O 5.83 0.34 -5.06 -0.230
C 6.45 1.28 -5.96 -0.073
N 6.05 -2.42 -4.55 0.055
H 4.14 -1.85 -2.68 0.063
H 3.17 -0.68 -3.60 0.060
H 4.79 -0.33 -3.11 0.089
H 4.06 -2.46 -5.26 0.139
H 4.12 -0.12 -6.07 0.125
H 5.64 -0.84 -6.58 0.119
H 7.09 0.73 -6.67 0.097
H 7.08 1.90 -5.32 0.095
H 5.70 1.83 -6.42 0.059
H 6.00 -3.20 -3.89 0.077
H 6.76 -1.80 -4.19 0.068
C -8.43 0.71 -1.04 -0.059
C -7.91 2.01 -1.51 -0.487
C -6.48 2.28 -1.06 -0.226
O -6.24 2.21 0.31 -0.174
C -4.89 1.96 0.64 -0.100
N -7.95 2.15 -2.92 0.050
H -9.41 0.46 -1.46 0.094
H -8.60 0.71 0.01 0.070
H -7.73 -0.07 -1.24 0.052
H -8.59 2.76 -1.09 0.150
H -6.10 3.30 -1.45 0.145
H -5.85 1.52 -1.57 0.122
H -4.29 2.73 0.19 0.064
H -4.55 0.98 0.27 0.072
H -4.81 1.93 1.71 0.050
H -7.47 1.38 -3.33 0.069
H -7.61 3.06 -3.22 0.080
C 1.35 2.36 -5.33 -0.045
C 1.28 1.89 -3.93 -0.445
C 1.56 3.02 -2.95 -0.190
O 2.66 3.93 -3.12 -0.190
C 3.93 3.43 -2.76 -0.096
N -0.03 1.34 -3.52 0.072
H 2.31 2.72 -5.61 0.066
H 0.68 3.20 -5.49 0.077
H 1.04 1.55 -6.02 0.079
H 2.01 1.11 -3.74 0.107
H 1.50 2.60 -1.90 0.125
H 0.77 3.74 -3.06 0.094
H 4.70 4.24 -2.93 0.113
H 4.11 2.59 -3.45 0.081
H 3.89 3.01 -1.76 0.054
H -0.07 0.41 -3.99 0.038
H 0.12 1.14 -2.54 0.027